{"formula": "C9H20N5S", "method": "ωB97M-V/def2-TZVPD", "elements": ["C", "C", "C", "C", "C", "C", "C", "C", "C", "N", "N", "N", "N", "N", "S", "H", "H", "H", "H", "H", "H", "H", "H", "H", "H", "H", "H", "H", "H", "H", "H", "H", "H", "H", "H"], "xyz": [[-0.6196, 0.8130, -0.1578], [0.0785, -1.3855, 0.4373], [0.7875, 1.4826, 1.9017], [-1.7358, 1.0128, -2.4263], [-0.2745, -3.3997, -1.0267], [1.6799, -1.8828, -1.4007], [-1.9891, 1.3370, 2.4682], [-1.3615, 1.7317, -1.1000], [0.7183, -2.4413, -0.3258], [-0.6544, -0.4415, -0.2701], [0.5041, 1.4519, 0.6147], [0.1272, -1.1727, 1.6766], [2.0988, 1.4571, 2.3000], [1.5700, 1.6951, -0.2825], [-0.3385, 1.4044, 3.2636], [-2.4883, 0.1696, -2.1837], [-0.8485, 0.6846, -3.0137], [-2.1960, 1.8009, -3.1713], [-1.1678, -2.7872, -1.1644], [-0.3407, -4.3959, -0.5173], [0.2680, -3.4544, -1.9561], [2.1489, -2.7279, -1.9987], [2.5244, -1.5012, -0.9159], [1.1945, -1.0848, -1.9774], [-2.3824, 2.3685, 2.3028], [-2.7118, 0.9329, 3.2610], [-1.8906, 0.5791, 1.6246], [-2.0843, 2.3131, -0.5418], [-0.7099, 2.6836, -1.1929], [1.3354, -3.1262, 0.3366], [0.5761, -1.8829, 2.1939], [2.3111, 1.9732, 3.1513], [2.7121, 1.8033, 1.6227], [1.4644, 1.2286, -1.1496], [1.6947, 2.7609, -0.3822]], "de_lowest_kj_mol": 76.8, "total_charge": 1, "orbital_gap_ev": 9.63}

***

{"formula": "C4H6IP", "method": "ωB97M-V/def2-TZVPD", "elements": ["C", "C", "C", "C", "P", "I", "H", "H", "H", "H", "H", "H"], "xyz": [[1.8047, 0.1878, -0.0675], [-0.1731, -1.2456, -0.2236], [-0.7890, -0.2075, 0.5512], [-0.7040, 1.1446, -0.0629], [1.0714, 1.6779, -0.0200], [3.7358, -0.4340, -0.1372], [-0.5100, -1.1650, -1.2992], [0.1529, -2.2900, 0.0753], [-1.9360, -0.5107, 0.5638], [-0.3848, -0.0812, 1.5155], [-0.8255, 1.0898, -1.2087], [-1.4425, 1.8339, 0.3133]], "de_lowest_kj_mol": 450.3, "orbital_gap_ev": [7.86, 7.86]}

***

{"formula": "C33H40BIN7P", "method": "ωB97M-V/def2-TZVPD", "elements": ["N", "P", "B", "C", "C", "C", "I", "H", "H", "H", "H", "H", "H", "H", "H", "H", "H", "C", "C", "C", "N", "C", "C", "H", "H", "H", "H", "H", "C", "C", "C", "N", "C", "C", "H", "H", "H", "H", "H", "C", "C", "C", "N", "C", "C", "H", "H", "H", "H", "H", "C", "C", "C", "N", "C", "C", "H", "H", "H", "H", "H", "C", "C", "C", "N", "C", "C", "H", "H", "H", "H", "H", "C", "C", "C", "N", "C", "C", "H", "H", "H", "H", "H"], "xyz": [[1.9177, -0.5521, 6.2386], [0.4188, -0.4350, 5.7060], [-0.5637, -2.0983, 5.8552], [-2.1012, -2.3219, 5.7544], [-2.9284, -1.2730, 5.0934], [-2.9527, 0.0049, 5.8542], [-4.9050, 0.5353, 6.5435], [2.5225, -0.3316, 5.4901], [-0.2348, 0.5682, 6.4469], [0.3257, -0.0238, 4.3595], [0.1063, -3.0527, 6.0701], [-2.5089, -2.5481, 6.6802], [-2.2154, -3.1916, 5.2012], [-3.8969, -1.6088, 5.0587], [-2.6327, -1.1515, 4.1069], [-2.5466, 0.7628, 5.3129], [-2.3959, -0.1237, 6.6947], [1.9399, -3.3250, 0.4840], [1.8049, -3.4416, 1.8544], [1.2071, -2.4000, 2.5416], [0.7551, -1.2944, 1.9700], [0.8939, -1.1979, 0.6525], [1.4764, -2.1805, -0.1349], [2.4011, -4.1092, -0.0947], [2.1566, -4.3170, 2.3806], [1.0822, -2.4497, 3.6203], [0.5173, -0.2832, 0.2124], [1.5671, -2.0539, -1.2057], [0.3895, -4.8187, -5.2141], [1.2477, -3.8216, -5.6384], [1.5424, -2.7916, -4.7604], [1.0468, -2.7017, -3.5358], [0.2268, -3.6644, -3.1445], [-0.1331, -4.7420, -3.9376], [0.1341, -5.6414, -5.8663], [1.6808, -3.8403, -6.6271], [2.2129, -1.9916, -5.0486], [-0.1584, -3.5640, -2.1371], [-0.8043, -5.4992, -3.5620], [6.5717, -6.0823, -1.1997], [6.3778, -5.0014, -0.3617], [5.2545, -4.2124, -0.5503], [4.3513, -4.4328, -1.4982], [4.5556, -5.4721, -2.2940], [5.6404, -6.3264, -2.1895], [7.4340, -6.7225, -1.0837], [7.0811, -4.7722, 0.4243], [5.0604, -3.3579, 0.0873], [3.8028, -5.6229, -3.0585], [5.7505, -7.1591, -2.8675], [-3.5272, 5.8256, 4.7517], [-3.8601, 4.5629, 5.2024], [-3.6284, 3.4857, 4.3635], [-3.1093, 3.5896, 3.1490], [-2.7985, 4.8078, 2.7297], [-2.9835, 5.9538, 3.4878], [-3.6894, 6.6942, 5.3740], [-4.2886, 4.4119, 6.1824], [-3.8707, 2.4794, 4.6814], [-2.3826, 4.8606, 1.7303], [-2.7092, 6.9208, 3.0935], [0.2211, 6.1451, -2.3895], [-1.0098, 5.7969, -2.9093], [-1.8590, 5.0286, -2.1299], [-1.5592, 4.6003, -0.9111], [-0.3712, 4.9434, -0.4284], [0.5509, 5.7106, -1.1199], [0.9129, 6.7440, -2.9644], [-1.3091, 6.1088, -3.8963], [-2.8335, 4.7339, -2.4981], [-0.1528, 4.5806, 0.5693], [1.5020, 5.9592, -0.6732], [-1.1277, 2.1088, -7.0811], [-1.1807, 1.9147, -5.7150], [-1.7569, 2.9000, -4.9307], [-2.2620, 4.0280, -5.4153], [-2.2012, 4.1962, -6.7282], [-1.6500, 3.2756, -7.6034], [-0.6873, 1.3634, -7.7278], [-0.7852, 1.0190, -5.2616], [-1.8182, 2.7865, -3.8556], [-2.6197, 5.1252, -7.0947], [-1.6318, 3.4705, -8.6650]], "smiles": "N=[PH2]BCCCI.c1ccncc1.c1ccncc1.c1ccncc1.c1ccncc1.c1ccncc1.c1ccncc1", "orbital_gap_ev": 7.53}

***

Question: What is the formula in the first record?
Answer: C9H20N5S